The following is a DFT calculation (ωB97M-V with the def2-TZVPD basis set) of the molecule C9H7NS at a distorted geometry.

```
! wB97M-V def2-TZVPD RIJCOSX def2/J DEFGRID3
* xyz 0 1
C -2.50534 -1.16557 0.18468
C -3.04392 0.04813 -0.19418
N -2.42371 1.20789 -0.48480
C -1.09996 1.08153 -0.46690
C -0.35245 -0.12621 -0.08173
C 1.21049 -0.05253 -0.22005
C 1.84457 1.11073 0.30344
C 3.14310 1.01318 0.31785
S 3.74774 -0.45578 -0.28171
C 2.10640 -1.06218 -0.58964
C -1.09459 -1.25572 0.25845
H -3.07375 -1.97555 0.53813
H -4.15035 0.18684 -0.10019
H -0.49522 1.93604 -0.62014
H 1.38377 2.02429 0.72179
H 3.79518 1.62535 0.84417
H 1.74187 -2.00570 -0.88747
H -0.73384 -2.13473 0.75830
*
```

Output
Total energy (eV): -21770.5706
E_LUMO (eV): 0.63
Energy above the lowest of the compared OMol25 structures with the same formula, charge and spin (kcal per mole): 25.0
HOMO (eV): -8.74

Results of the Mulliken charge analysis, in e, for atoms 1 through 6:
1. C -0.46
2. C -0.19
3. N -0.59
4. C -0.33
5. C 0.42
6. C 0.37